# 1
Molecular formula: C38H39CdCl3N8OSSi
Method: DFT, the ωB97M-V functional and the def2-TZVPD basis

XYZ file:
```
92
C38H39CdCl3N8OSSi the ωB97M-V functional and the def2-TZVPD basis
Cd -0.22 -0.16 -0.11
C -0.45 2.12 2.55
N 0.44 1.07 2.14
C 0.70 -0.03 3.08
C 0.43 -1.42 2.51
N -1.60 -2.30 1.20
C -1.31 -3.52 1.03
C -1.78 -4.33 -0.11
C -2.14 -5.59 0.16
C -2.00 -6.15 1.53
C -1.32 -5.51 2.48
C -0.58 -4.23 2.17
N 0.66 -2.42 3.58
C -1.75 2.02 1.81
N -2.09 1.07 1.00
C -3.32 1.44 0.46
C -4.11 0.78 -0.48
C -5.29 1.40 -0.87
C -5.68 2.64 -0.33
C -4.90 3.30 0.61
C -3.72 2.66 0.99
N -2.70 3.01 1.86
H -0.66 2.08 3.62
H -0.02 3.11 2.35
H 1.29 1.45 1.75
H 1.74 -0.02 3.41
H 0.08 0.09 3.97
H -1.95 -3.86 -1.07
H -2.58 -6.20 -0.61
H -2.45 -7.11 1.73
H -1.18 -5.96 3.46
H 1.50 -2.97 3.47
H -3.80 -0.17 -0.89
H -5.92 0.92 -1.60
H -6.60 3.09 -0.66
H -5.20 4.25 1.02
H -2.63 3.85 2.41
N 2.62 -0.16 -0.90
C 2.64 -1.42 -1.50
C 3.16 -1.53 -2.79
C 3.15 -2.73 -3.48
C 2.60 -3.86 -2.89
C 2.10 -3.77 -1.60
C 2.11 -2.57 -0.86
C 1.60 -2.58 0.56
C 1.80 -3.91 1.22
C 0.86 -4.63 1.85
C -0.61 -3.12 3.28
C -1.09 -1.88 2.49
C 0.99 -1.52 1.12
H 3.28 0.50 -1.28
H 2.61 -0.17 0.11
H 3.58 -0.65 -3.25
H 3.55 -2.78 -4.48
H 2.55 -4.80 -3.42
H 1.67 -4.65 -1.14
H 2.78 -4.37 1.10
H 1.15 -5.61 2.23
H -1.16 -3.44 4.17
H -1.78 -1.19 2.98
N 4.33 4.86 -0.81
C 3.44 3.85 -0.81
S 2.88 3.14 0.61
N 2.97 3.45 -2.01
C 3.41 3.85 -3.30
C 4.77 3.94 -3.62
C 5.15 4.33 -4.90
C 4.19 4.61 -5.87
C 2.85 4.49 -5.55
C 2.46 4.13 -4.27
H 4.57 5.24 0.09
H 4.48 5.42 -1.63
H 2.17 2.83 -1.96
H 5.51 3.67 -2.89
H 6.20 4.39 -5.14
H 4.50 4.90 -6.87
H 2.09 4.70 -6.30
H 1.40 4.04 -4.02
C -0.36 4.94 -0.54
C -0.88 3.63 -1.09
C -1.97 3.71 -2.12
O -0.42 2.57 -0.71
H 0.09 5.51 -1.36
H 0.39 4.76 0.22
H -1.19 5.53 -0.15
H -2.77 4.37 -1.78
H -2.37 2.73 -2.35
H -1.55 4.14 -3.04
Cl -2.74 0.11 -3.35
Si -0.82 -0.34 -2.62
Cl -0.45 -2.12 -3.62
Cl 0.41 1.04 -3.70
```

Energy relative to the best compared isomer or geometry (same formula, charge and spin): 164.8 kJ/mol
Calculated total energy: -4220.888109 hartree
Spin multiplicity: 1
LUMO: 0.010 Ha
Net charge: 0

---

# 2
Molecular formula: C38H39F5N6O2Tc
Method: DFT, the ωB97M-V functional and the def2-TZVPD basis

XYZ file:
```
91
C38H39F5N6O2Tc the ωB97M-V functional and the def2-TZVPD basis
Tc 0.02 -1.34 0.29
O -0.38 -3.46 0.71
C -1.35 -4.04 1.64
C -1.06 -3.69 3.09
C -0.81 -2.20 3.30
C -1.89 -1.33 2.73
C -3.02 -1.03 3.48
C -4.00 -0.21 2.97
C -3.83 0.30 1.69
C -2.71 -0.05 0.97
N -1.75 -0.87 1.47
H 0.45 -3.95 0.77
H -1.36 -5.11 1.47
H -2.32 -3.64 1.34
H -0.18 -4.24 3.44
H -1.91 -4.03 3.69
H 0.14 -1.94 2.83
H -0.70 -1.98 4.36
H -3.09 -1.43 4.48
H -4.88 0.04 3.55
H -4.55 0.96 1.23
H -2.56 0.32 -0.03
C 2.93 -0.63 -2.13
N 2.12 -1.52 -2.95
C 2.45 -1.52 -4.38
C 2.53 -2.94 -4.89
C 1.20 -3.61 -4.61
N 0.79 -3.40 -3.22
C -0.25 -4.31 -2.76
C 1.29 -2.44 -2.44
O 0.94 -2.44 -1.20
H 3.94 -1.02 -2.01
H 2.50 -0.50 -1.14
H 2.97 0.34 -2.62
H 3.41 -1.02 -4.49
H 1.70 -0.94 -4.92
H 3.34 -3.47 -4.38
H 2.74 -2.96 -5.96
H 1.26 -4.69 -4.78
H 0.42 -3.22 -5.27
H 0.11 -5.34 -2.82
H -1.13 -4.21 -3.40
H -0.53 -4.07 -1.74
F 2.93 -0.60 1.27
C 2.27 -1.79 1.07
F 2.99 -2.45 0.12
C 2.59 -2.63 2.32
F 1.99 -3.84 2.22
F 3.89 -2.83 2.47
F 2.14 -2.05 3.45
N 0.42 5.75 1.85
C 0.69 6.76 2.75
C 0.60 8.15 2.66
C 0.97 8.85 3.78
C 1.42 8.21 4.96
C 1.52 6.84 5.04
C 1.14 6.10 3.91
N 1.15 4.75 3.71
C 0.72 4.57 2.49
C 0.58 3.25 1.90
C 0.06 3.01 0.63
C -0.03 1.72 0.16
N 0.39 0.65 0.87
C 0.88 0.89 2.12
C 0.98 2.14 2.65
H 0.10 5.88 0.91
H 0.25 8.65 1.77
H 0.91 9.93 3.77
H 1.70 8.82 5.81
H 1.86 6.35 5.93
H -0.30 3.80 -0.01
H -0.47 1.53 -0.80
H 1.20 0.03 2.69
H 1.38 2.28 3.64
C -1.02 1.31 -4.73
C 0.03 1.27 -3.79
C -0.06 0.46 -2.70
C -1.19 -0.37 -2.47
C -1.31 -1.24 -1.34
C -2.38 -2.11 -1.29
C -3.38 -2.11 -2.28
C -3.32 -1.24 -3.32
C -2.22 -0.36 -3.45
C -2.11 0.51 -4.56
H -0.94 1.97 -5.59
H 0.91 1.89 -3.94
H 0.77 0.42 -2.00
H -2.49 -2.81 -0.48
H -4.21 -2.81 -2.20
H -4.09 -1.21 -4.08
H -2.91 0.52 -5.29
```

Energy relative to the best compared isomer or geometry (same formula, charge and spin): 112.0 kJ/mol
Calculated total energy: -2530.114129 hartree
Spin multiplicity: 4
LUMO (spin up / spin down): -0.222 / -0.267 Ha
Expectation value of S²: 3.78
Net charge: +2

---

# 3
Molecular formula: C38H39MoN2O4S4Sb2
Method: DFT, the ωB97M-V functional and the def2-TZVPD basis

XYZ file:
```
90
C38H39MoN2O4S4Sb2 the ωB97M-V functional and the def2-TZVPD basis
Mo -0.05 -0.19 0.35
S -2.58 0.35 0.20
C -2.72 1.29 -1.29
C -2.66 2.67 -1.36
C -2.68 3.29 -2.60
C -2.75 2.54 -3.77
C -2.90 1.16 -3.70
C -2.91 0.55 -2.45
S -0.35 -1.48 -1.73
C 0.89 -0.50 -2.62
C 2.13 -0.36 -1.80
C 3.38 -0.38 -2.39
C 4.50 -0.18 -1.61
C 4.34 0.04 -0.25
C 3.07 0.03 0.28
C 2.87 0.27 1.75
S 1.29 1.18 2.02
C 0.83 0.62 3.64
C 1.49 1.16 4.74
C 1.11 0.82 6.02
C 0.04 -0.06 6.19
C -0.63 -0.58 5.11
C -0.25 -0.24 3.80
S -1.21 -0.87 2.47
N 1.98 -0.20 -0.47
H -2.59 3.26 -0.46
H -2.63 4.37 -2.66
H -2.74 3.03 -4.73
H -3.00 0.57 -4.61
H 0.47 0.50 -2.80
H 1.10 -0.98 -3.58
H 3.47 -0.52 -3.46
H 5.49 -0.20 -2.05
H 5.19 0.22 0.39
H 3.68 0.88 2.15
H 2.80 -0.65 2.32
H 2.30 1.86 4.57
H 1.62 1.24 6.87
H -0.27 -0.34 7.19
H -1.48 -1.24 5.24
C 1.41 -3.15 3.17
Sb 0.88 -2.70 1.14
C 2.55 -3.63 0.16
C -0.60 -4.27 0.98
C -0.95 -4.66 -0.43
C -0.14 -5.61 -1.05
C -0.43 -6.11 -2.31
C -1.59 -5.70 -2.95
C -2.40 -4.76 -2.35
C -2.08 -4.19 -1.11
C -2.97 -3.12 -0.56
Sb -3.48 -1.44 -1.91
C -3.91 -2.17 -3.88
C -5.45 -1.10 -1.17
H 1.81 -4.17 3.19
H 0.53 -3.10 3.80
H 2.16 -2.47 3.56
H 2.64 -4.65 0.52
H 3.47 -3.09 0.39
H 2.40 -3.64 -0.92
H -1.46 -3.93 1.56
H -0.15 -5.12 1.49
H 0.74 -5.97 -0.53
H 0.22 -6.84 -2.76
H -1.86 -6.12 -3.91
H -3.31 -4.45 -2.84
H -2.58 -2.63 0.32
H -3.98 -3.50 -0.36
H -4.61 -3.00 -3.82
H -3.00 -2.49 -4.39
H -4.38 -1.35 -4.42
H -6.11 -1.88 -1.56
H -5.81 -0.13 -1.51
H -5.45 -1.13 -0.08
O 1.68 2.62 -1.48
C 0.69 2.60 -0.79
O -0.05 1.53 -0.62
C 0.22 3.85 -0.08
C -0.69 3.79 0.98
C -1.06 4.95 1.65
C -0.56 6.17 1.25
C 0.32 6.22 0.18
C 0.72 5.07 -0.48
N 0.82 7.52 -0.28
O 1.49 7.54 -1.29
O 0.53 8.50 0.39
H -1.13 2.85 1.27
H -1.75 4.89 2.48
H -0.84 7.09 1.75
H 1.43 5.13 -1.30
```

Energy relative to the best compared isomer or geometry (same formula, charge and spin): 26.4 kJ/mol
Calculated total energy: -4023.103745 hartree
Spin multiplicity: 1
LUMO: -0.148 Ha
Net charge: +1